{
  "formula": "C32H28ClMoN4O2",
  "method": "ωB97M-V/def2-TZVPD",
  "symbols": ["Mo", "O", "C", "C", "C", "C", "C", "C", "C", "N", "C", "C", "N", "C", "C", "C", "C", "C", "C", "C", "O", "H", "H", "H", "H", "H", "H", "H", "H", "H", "H", "H", "H", "H", "H", "N", "C", "C", "C", "C", "C", "C", "C", "C", "N", "C", "H", "H", "H", "H", "H", "H", "H", "H", "Cl", "C", "C", "C", "C", "C", "C", "C", "H", "H", "H", "H", "H", "H"],
  "positions_angstrom": [[0.4029, -0.2866, -0.2379], [1.0506, 0.6675, -1.8748], [0.7857, 1.7782, -2.5267], [1.7981, 2.4166, -3.2586], [1.5249, 3.5855, -3.9351], [0.2441, 4.1496, -3.9261], [-0.7612, 3.5174, -3.2358], [-0.4995, 2.3368, -2.5219], [-1.5551, 1.6505, -1.8485], [-1.4298, 0.6400, -1.0582], [-2.6954, 0.1355, -0.5151], [-2.4959, -1.3300, -0.2702], [-1.2847, -1.4358, 0.5419], [-1.3309, -2.3365, 1.4638], [-0.2923, -2.6492, 2.3914], [-0.4545, -3.6852, 3.3224], [0.5466, -3.9738, 4.2197], [1.7181, -3.2130, 4.2087], [1.8973, -2.1907, 3.2996], [0.8948, -1.9168, 2.3664], [1.0939, -0.9842, 1.4417], [2.7852, 1.9740, -3.2774], [2.3170, 4.0722, -4.4898], [0.0479, 5.0631, -4.4691], [-1.7666, 3.9223, -3.2350], [-2.5611, 2.0268, -2.0377], [-3.5163, 0.3265, -1.2069], [-2.9072, 0.6400, 0.4325], [-2.3415, -1.8557, -1.2149], [-3.3502, -1.7703, 0.2455], [-2.2476, -2.9163, 1.5664], [-1.3733, -4.2597, 3.3177], [0.4311, -4.7809, 4.9290], [2.5029, -3.4344, 4.9204], [2.8073, -1.6049, 3.2850], [2.6745, -0.0392, -0.2113], [3.0723, 1.3433, -0.0941], [4.3295, 1.7713, -0.4107], [4.6949, 3.1250, -0.2562], [3.7980, 4.0307, 0.2282], [2.4823, 3.6217, 0.5513], [1.5017, 4.5137, 1.0399], [0.2412, 4.0601, 1.3006], [-0.0557, 2.7118, 1.0377], [0.8284, 1.8516, 0.5895], [2.1097, 2.2748, 0.3689], [2.9694, -0.5644, 0.6070], [3.0810, -0.4548, -1.0440], [5.0613, 1.0605, -0.7757], [5.6985, 3.4320, -0.5158], [4.0731, 5.0685, 0.3650], [1.7658, 5.5517, 1.1996], [-0.5321, 4.7117, 1.6805], [-1.0603, 2.3346, 1.1889], [1.0569, -7.0849, 1.6734], [0.9161, -5.6615, 0.6909], [-0.2643, -5.4067, 0.0141], [-0.3782, -4.2485, -0.7404], [0.6657, -3.3251, -0.8355], [0.5032, -2.0371, -1.5662], [1.8539, -3.6402, -0.1731], [1.9879, -4.7899, 0.5870], [-1.0827, -6.1115, 0.0744], [-1.3017, -4.0638, -1.2786], [-0.3571, -2.0862, -2.2375], [1.3810, -1.8356, -2.1865], [2.6999, -2.9650, -0.2453], [2.9131, -5.0108, 1.1017]],
  "lowdin_charge": [1.719, -0.269, -0.319, 0.004, -0.053, -0.075, -0.026, -0.152, -0.070, -0.086, -0.183, -0.190, -0.097, -0.064, -0.149, -0.017, -0.064, -0.048, 0.002, -0.311, -0.270, 0.119, 0.113, 0.108, 0.118, 0.140, 0.127, 0.126, 0.114, 0.128, 0.142, 0.125, 0.112, 0.115, 0.119, 0.012, -0.215, 0.001, -0.047, -0.011, -0.135, 0.021, -0.021, -0.099, 0.023, -0.155, 0.107, 0.114, 0.125, 0.115, 0.123, 0.129, 0.115, 0.112, 0.674, -0.680, -0.101, -0.061, -0.312, -0.214, -0.058, -0.098, 0.110, 0.111, 0.054, 0.055, 0.107, 0.111],
  "e_homo_ev": [-10.25, -10.25],
  "de_lowest_ev": 0.151,
  "orbital_gap_ev": [6.8, 6.8],
  "total_charge": 1
}